No. 1
C72H190N42O26 | the ωB97M-V functional and the def2-TZVPD basis

Summary:
HOMO = -8.08 eV
total energy = -193579.8048 eV
spin multiplicity = 1
LUMO level = 0.184 eV
ΔE to the lowest compared entry with this formula, charge and spin = 0.0 kJ/mol
Kohn-Sham gap = 8.261 eV

Each line ends with the Mulliken charge.
CARTESIAN COORDINATES (ANGSTROEM)
C 8.80 -1.65 -1.48  -1.54
C 8.45 -1.67 0.00  1.87
C 8.37 -0.24 0.46  -2.55
C 7.09 0.55 0.09  -0.71
C 5.98 -0.24 0.72  0.74
C 5.86 -1.60 0.03  2.93
N 7.15 -2.29 0.40  1.05
O 7.15 -3.59 -0.13  -0.67
C 4.66 -2.34 0.71  0.75
C 5.53 -1.43 -1.49  -1.26
C 9.55 -2.35 0.77  -2.00
H 8.36 -2.56 -1.96  0.04
H 9.89 -1.75 -1.66  0.52
H 8.49 -0.69 -1.99  0.28
H 8.52 -0.23 1.50  0.76
H 9.27 0.22 0.03  0.51
H 6.94 0.64 -1.00  0.83
H 7.12 1.57 0.45  0.62
H 5.01 0.31 0.70  -1.02
H 6.25 -0.49 1.78  0.03
H 3.77 -1.73 0.61  -0.52
H 4.46 -3.25 0.10  -0.44
H 5.00 -2.57 1.68  -1.24
H 6.30 -0.96 -2.04  0.86
H 5.19 -2.39 -1.84  -0.65
H 4.67 -0.81 -1.59  -0.02
H 9.90 -3.30 0.31  0.33
H 9.27 -2.59 1.79  0.33
H 10.39 -1.64 0.86  0.45
H 6.74 -4.29 0.43  0.34
C 0.30 2.55 0.04  -0.01
C -0.78 1.49 0.35  1.48
C -1.76 1.29 -0.79  0.04
C -1.01 0.76 -2.03  0.92
C -0.30 -0.57 -1.76  -1.29
C 0.55 -0.53 -0.53  2.54
N -0.23 0.15 0.58  0.99
O 0.56 0.21 1.78  2.30
C 0.85 -1.92 -0.07  -0.38
C 1.86 0.19 -0.90  0.06
C -1.68 1.83 1.62  -0.50
H 1.00 2.69 0.86  -0.98
H -0.23 3.51 -0.06  -0.24
H 0.93 2.36 -0.79  0.37
H -2.53 0.56 -0.44  -1.04
H -2.33 2.26 -0.90  0.54
H -0.26 1.50 -2.37  -1.05
H -1.65 0.62 -2.95  0.09
H 0.41 -0.86 -2.56  0.77
H -1.10 -1.31 -1.64  -0.13
H 1.44 -1.98 0.86  -0.52
H -0.09 -2.40 0.11  -0.26
H 1.49 -2.39 -0.79  0.19
H 2.16 0.85 -0.07  -0.62
H 2.63 -0.57 -1.18  -0.56
H 1.81 0.81 -1.83  -0.14
H -1.01 2.04 2.47  -0.15
H -2.36 1.03 1.97  0.08
H -2.29 2.82 1.45  -0.31
H 1.26 0.86 1.53  -1.31
C 4.59 -8.85 -3.28  -2.14
C 4.81 -7.34 -3.13  1.88
C 6.15 -6.82 -3.71  -1.19
C 6.27 -5.29 -3.65  0.11
C 5.12 -4.71 -4.49  -1.63
C 3.73 -5.19 -3.98  2.48
N 3.71 -6.68 -3.87  -0.13
O 2.44 -7.08 -3.23  -0.29
C 3.36 -4.52 -2.65  -0.23
C 2.65 -4.82 -5.07  -2.24
C 4.73 -7.11 -1.64  -1.66
H 3.62 -9.09 -2.76  0.33
H 5.35 -9.46 -2.86  0.48
H 4.47 -9.04 -4.35  0.46
H 6.95 -7.47 -3.14  0.35
H 6.08 -7.13 -4.81  0.27
H 7.22 -5.12 -4.16  0.43
H 6.29 -4.84 -2.70  -0.31
H 5.20 -5.01 -5.57  0.46
H 5.01 -3.65 -4.43  0.49
H 2.60 -5.05 -2.12  0.01
H 4.26 -4.43 -1.99  -1.02
H 3.05 -3.48 -2.93  0.50
H 1.59 -4.68 -4.69  0.04
H 2.87 -3.89 -5.59  0.51
H 2.64 -5.60 -5.85  0.49
H 4.87 -6.06 -1.37  -0.09
H 5.39 -7.71 -1.02  0.59
H 3.75 -7.25 -1.25  0.58
H 2.08 -7.67 -3.91  0.34
C 3.75 1.93 5.34  -1.25
C 4.25 1.33 4.03  0.57
C 5.09 2.29 3.24  0.02
C 6.39 2.50 3.92  -1.49
C 7.17 1.26 4.05  -0.60
C 6.42 0.14 4.77  1.35
N 5.05 0.11 4.18  1.82
O 4.31 -0.87 4.88  -0.63
C 7.03 -1.22 4.47  -1.15
C 6.50 0.29 6.24  -1.73
C 3.10 0.97 3.16  -0.01
H 4.57 1.99 6.13  0.25
H 2.94 1.34 5.80  0.14
H 3.44 2.99 5.25  0.06
H 5.20 1.88 2.21  -0.87
H 4.50 3.20 3.01  0.24
H 6.28 3.05 4.91  0.38
H 6.92 3.23 3.34  0.60
H 8.05 1.27 4.68  0.74
H 7.47 0.93 3.05  -0.42
H 6.66 -1.94 5.25  0.23
H 6.67 -1.65 3.55  -0.01
H 8.16 -1.36 4.46  0.23
H 6.24 1.21 6.82  0.31
H 5.87 -0.47 6.79  0.34
H 7.53 -0.01 6.56  0.45
H 2.66 1.94 2.84  -0.56
H 2.42 0.38 3.75  0.69
H 3.51 0.43 2.21  -0.22
H 4.03 -1.57 4.31  0.21
C -7.00 4.12 1.34  0.22
C -7.86 2.87 1.39  1.82
C -8.97 2.87 0.27  -1.91
C -8.46 2.45 -1.11  0.06
C -7.96 1.02 -1.01  -1.27
C -6.78 0.91 0.04  2.58
N -7.21 1.46 1.30  -0.40
O -5.98 1.63 2.15  0.32
C -6.59 -0.61 0.33  -2.12
C -5.45 1.53 -0.50  0.50
C -8.66 2.76 2.74  -1.99
H -6.03 3.77 1.65  -1.08
H -7.44 4.91 2.06  0.40
H -6.93 4.55 0.30  0.12
H -9.75 2.17 0.52  0.48
H -9.50 3.83 0.25  0.39
H -7.66 3.09 -1.45  -0.16
H -9.31 2.39 -1.84  0.50
H -7.59 0.61 -2.00  -0.19
H -8.71 0.32 -0.64  0.58
H -7.41 -0.94 1.03  0.57
H -6.60 -1.26 -0.51  0.33
H -5.72 -0.87 0.94  0.20
H -5.04 2.28 0.17  -0.52
H -4.66 0.77 -0.63  -0.31
H -5.62 2.11 -1.45  -0.32
H -9.33 3.60 2.90  0.44
H -7.91 2.79 3.54  0.32
H -9.14 1.82 2.90  0.45
H -6.08 0.90 2.86  0.10
C -1.76 -6.26 -7.72  -2.12
C -2.28 -4.89 -7.40  1.88
C -2.48 -4.93 -5.86  -0.55
C -2.52 -3.49 -5.39  0.08
C -1.32 -2.65 -5.66  -0.53
C -1.02 -2.58 -7.19  1.45
N -1.07 -4.05 -7.61  0.60
O -0.79 -4.16 -9.06  -0.54
C -2.05 -1.55 -7.76  -1.64
C 0.43 -2.10 -7.29  -1.44
C -3.60 -4.67 -8.12  -1.96
H -0.81 -6.42 -7.21  0.35
H -1.52 -6.50 -8.74  0.51
H -2.43 -7.08 -7.44  0.42
H -3.36 -5.55 -5.65  0.57
H -1.56 -5.37 -5.39  -0.48
H -2.83 -3.33 -4.37  0.28
H -3.36 -3.02 -5.96  -0.14
H -0.39 -3.03 -5.11  -0.26
H -1.43 -1.64 -5.29  0.26
H -1.60 -0.55 -7.78  0.42
H -2.29 -1.87 -8.79  0.32
H -2.95 -1.53 -7.16  0.24
H 0.99 -2.72 -6.58  0.12
H 0.91 -2.16 -8.30  0.33
H 0.46 -1.03 -7.09  0.38
H -3.49 -4.62 -9.22  0.44
H -4.20 -3.79 -7.85  0.23
H -4.22 -5.57 -7.93  0.43
H -0.22 -4.93 -9.11  0.32
O -2.80 1.86 -4.98  -0.37
H -3.45 2.20 -5.61  0.25
H -2.63 2.65 -4.49  0.16
O -5.68 -4.66 -1.10  -0.72
H -6.56 -4.68 -0.67  0.28
H -5.76 -3.86 -1.62  0.40
C -3.80 4.90 8.06  0.24
O -4.51 5.70 8.63  -0.72
N -2.59 5.28 7.67  -0.17
N -4.24 3.65 7.61  -0.08
H -2.32 6.19 7.99  0.17
H -1.90 4.65 7.25  0.22
H -3.52 2.93 7.49  0.12
H -5.05 3.41 8.08  0.20
C -2.86 -3.18 1.29  -0.37
O -2.11 -3.21 2.32  -0.90
N -2.81 -2.13 0.50  1.26
N -3.60 -4.22 0.86  -0.01
H -2.14 -1.36 0.67  -1.15
H -2.98 -2.18 -0.52  -0.13
H -3.57 -5.11 1.42  0.22
H -4.38 -4.14 0.19  0.05
C -5.54 6.33 -3.02  0.54
O -6.09 5.80 -4.01  -0.68
N -4.47 5.83 -2.36  0.08
N -6.01 7.56 -2.54  -0.47
H -3.96 5.14 -2.93  0.04
H -4.05 6.18 -1.52  0.11
H -5.46 8.05 -1.81  0.18
H -6.98 7.75 -2.60  0.23
C 6.37 -5.30 2.98  0.45
O 7.35 -5.62 3.61  -0.72
N 6.14 -5.78 1.68  -0.29
N 5.52 -4.42 3.50  0.08
H 6.64 -6.65 1.48  0.21
H 5.19 -5.85 1.36  0.17
H 5.64 -4.11 4.47  0.18
H 4.72 -4.15 2.98  -0.01
C -2.87 4.45 3.31  -0.16
O -1.78 4.79 2.85  -1.19
N -3.07 4.12 4.68  2.02
N -4.07 4.44 2.72  0.52
H -4.08 4.19 5.00  -0.77
H -2.32 4.06 5.34  -0.86
H -4.97 4.29 3.12  -0.10
H -4.10 4.87 1.81  0.12
C -4.20 0.36 5.09  0.06
O -4.44 -0.81 5.20  -0.68
N -4.98 1.27 5.75  -0.12
N -3.11 0.89 4.46  1.89
H -5.98 1.14 5.81  0.27
H -4.73 2.24 5.83  0.11
H -2.69 0.26 3.84  -0.67
H -2.91 1.91 4.36  -0.65
C -1.12 1.58 6.70  0.27
O -1.68 2.70 6.77  -0.56
N -0.10 1.20 5.85  0.09
N -1.42 0.53 7.49  -0.35
H 0.08 1.82 5.09  -0.31
H 0.24 0.25 5.70  0.21
H -2.26 0.66 8.04  0.25
H -1.11 -0.35 7.15  0.26
C 1.89 -4.70 1.62  0.43
O 3.05 -4.84 1.98  -0.65
N 1.52 -5.10 0.41  0.31
N 0.89 -4.19 2.36  0.01
H 0.57 -5.03 0.04  0.15
H 2.26 -5.28 -0.25  -0.18
H 0.92 -4.01 3.34  0.14
H -0.03 -4.14 1.93  -0.16
C -0.59 -1.88 4.90  0.26
O 0.18 -1.44 5.77  -0.89
N -1.50 -2.90 5.00  -0.30
N -0.62 -1.29 3.63  1.77
H -1.94 -3.17 4.13  0.26
H -1.26 -3.71 5.52  0.27
H 0.13 -0.72 3.27  -0.82
H -1.00 -1.91 2.93  -0.20
C 3.89 3.32 -1.09  0.75
O 3.41 3.58 -2.19  -0.88
N 4.62 2.22 -0.81  0.24
N 3.65 4.11 0.00  0.06
H 5.10 2.07 0.11  -0.66
H 4.76 1.55 -1.56  0.02
H 3.22 5.02 -0.06  -0.16
H 3.95 3.84 0.94  0.07
C 2.81 7.64 0.54  0.54
O 1.90 7.11 -0.08  -0.65
N 3.42 7.08 1.64  -0.16
N 3.11 8.97 0.25  -0.48
H 4.03 7.68 2.17  0.20
H 3.26 6.17 2.01  0.10
H 2.78 9.45 -0.58  0.25
H 3.90 9.40 0.72  0.15
C -1.60 -5.83 -1.76  0.48
O -1.07 -5.56 -0.66  -0.91
N -0.96 -6.75 -2.56  -0.50
N -2.78 -5.32 -2.14  0.12
H -1.08 -6.59 -3.58  0.30
H -0.04 -6.90 -2.13  0.25
H -3.29 -4.83 -1.36  -0.19
H -3.30 -5.94 -2.77  0.26
C -5.13 -1.54 -3.15  0.41
O -4.98 -2.42 -2.26  -0.36
N -6.34 -1.13 -3.57  -0.22
N -4.14 -0.94 -3.85  0.67
H -7.10 -1.69 -3.36  0.28
H -6.29 -0.55 -4.38  0.05
H -3.22 -1.02 -3.43  -0.59
H -4.34 -0.05 -4.35  0.02
C -5.86 2.30 -5.37  0.33
O -5.65 1.14 -5.64  -0.75
N -5.68 3.18 -6.35  -0.40
N -6.10 2.67 -4.10  0.19
H -5.51 4.17 -6.31  0.21
H -5.38 2.80 -7.24  0.27
H -6.28 1.91 -3.47  -0.25
H -6.45 3.57 -3.81  0.16
C -0.15 3.93 -3.55  0.47
O -1.37 4.09 -3.49  -0.55
N 0.36 3.09 -4.59  -0.51
N 0.75 4.41 -2.64  0.19
H 1.17 2.52 -4.41  0.25
H -0.39 2.63 -5.09  0.24
H 1.78 4.30 -2.66  0.37
H 0.43 4.80 -1.80  -0.24
C -1.90 6.61 -0.34  0.43
O -2.95 6.11 0.03  -0.76
N -1.26 7.63 0.31  -0.32
N -1.08 6.10 -1.36  -0.14
H -0.32 7.85 0.14  0.12
H -1.65 7.91 1.20  0.31
H -0.47 6.75 -1.84  0.25
H -1.66 5.60 -2.05  -0.11
C -6.04 5.92 5.88  0.37
O -6.24 4.85 5.32  -0.48
N -5.12 6.88 5.48  -0.27
N -6.82 6.38 6.89  -0.53
H -4.26 6.53 5.07  0.16
H -5.07 7.74 5.99  0.25
H -6.34 6.82 7.68  0.26
H -7.59 5.78 7.15  0.25
C 1.44 4.77 2.99  0.55
O 2.69 4.81 3.00  -0.94
N 0.65 5.35 2.13  0.32
N 0.87 4.06 4.00  0.12
H -0.36 5.26 2.26  0.71
H 1.00 5.81 1.27  -0.36
H -0.10 4.18 4.22  -0.15
H 1.52 3.82 4.76  0.23

---

No. 2
C72H76BCsN8OP3S2 | the ωB97M-V functional and the def2-TZVPD basis

Summary:
HOMO (spin up / spin down) = -1.29 / -1.29 eV
total energy = -140633.0990 eV
spin multiplicity = 2
LUMO level (spin up / spin down) = 3.240 / 2.433 eV
ΔE to the lowest compared entry with this formula, charge and spin = 58.6 kJ/mol
expectation value of S² = 0.765
charge = -2
Kohn-Sham gap (spin up / spin down) = 4.530 / 3.723 eV

Each line ends with the Mulliken charge.
CARTESIAN COORDINATES (ANGSTROEM)
Cs -0.18 0.52 0.21  1.88
C -0.05 2.13 4.30  0.00
C 1.32 2.30 4.09  -1.26
N 1.95 1.13 4.09  -0.79
N 1.01 0.20 4.29  1.46
C -0.20 0.76 4.42  -0.43
B 1.36 -1.29 4.37  -0.39
N 0.14 -2.18 4.16  1.18
C -0.88 -2.41 5.01  -0.31
C -1.73 -3.31 4.42  -1.15
C -1.13 -3.58 3.19  -0.29
N -0.01 -2.90 3.05  -0.79
N 2.39 -1.61 3.29  1.07
C 3.39 -2.50 3.39  -0.38
C 4.00 -2.58 2.16  -1.68
C 3.28 -1.69 1.36  -0.71
N 2.32 -1.12 2.06  0.08
N 1.94 -1.59 5.78  0.93
C 2.39 -0.70 6.68  -0.42
C 2.76 -1.39 7.81  -0.83
C 2.49 -2.73 7.49  -0.44
N 2.00 -2.82 6.27  -1.16
H -0.82 2.88 4.35  0.28
H 1.86 3.21 3.95  0.49
H -1.08 0.18 4.59  0.41
H -0.93 -1.92 5.97  0.55
H -2.65 -3.71 4.81  0.41
H -1.46 -4.24 2.40  0.38
H 3.59 -3.02 4.31  0.55
H 4.83 -3.20 1.87  0.47
H 3.41 -1.45 0.32  0.82
H 2.43 0.35 6.46  0.45
H 3.15 -1.01 8.73  0.40
H 2.63 -3.61 8.09  0.45
C -1.38 -2.75 -2.90  -0.84
C -1.40 -1.65 -3.75  -0.91
C -0.10 -1.62 -4.40  -0.18
C 0.63 -2.68 -3.89  -0.52
C -0.13 -3.39 -2.96  -1.17
C 0.25 -4.62 -2.19  3.23
C 0.14 -4.33 -0.69  -2.07
C -0.73 -5.76 -2.54  -1.84
C 1.67 -5.07 -2.52  -2.17
C 0.51 -0.67 -5.42  3.78
C 0.72 0.72 -4.81  -1.74
C -0.32 -0.63 -6.71  -1.81
C 1.91 -1.16 -5.85  -2.40
C -2.71 -0.89 -3.92  3.74
C -2.59 0.60 -4.27  -1.73
C -3.56 -1.60 -4.99  -1.85
C -3.52 -0.92 -2.61  -3.07
H -2.20 -3.09 -2.28  0.42
H 1.64 -2.93 -4.15  0.64
H -0.86 -3.98 -0.44  0.37
H 0.85 -3.56 -0.39  0.43
H 0.34 -5.22 -0.10  0.48
H -1.75 -5.46 -2.33  0.31
H -0.50 -6.66 -1.96  0.43
H -0.66 -6.01 -3.60  0.41
H 2.38 -4.28 -2.29  0.33
H 1.77 -5.33 -3.57  0.42
H 1.94 -5.95 -1.93  0.43
H -0.21 1.20 -4.54  0.05
H 1.26 1.37 -5.50  0.72
H 1.32 0.62 -3.90  0.06
H -1.36 -0.40 -6.51  0.31
H -0.28 -1.60 -7.20  0.39
H 0.07 0.13 -7.39  0.40
H 2.60 -1.15 -5.01  0.17
H 2.31 -0.49 -6.62  0.53
H 1.87 -2.16 -6.26  0.46
H -2.10 0.77 -5.21  0.42
H -2.06 1.13 -3.48  0.10
H -3.59 1.03 -4.35  0.58
H -3.10 -1.54 -5.97  0.35
H -4.55 -1.15 -5.04  0.43
H -3.67 -2.65 -4.73  0.36
H -2.90 -0.60 -1.77  0.52
H -3.91 -1.92 -2.39  0.45
H -4.38 -0.26 -2.68  0.71
S -2.88 -0.46 2.52  -0.31
P -3.39 1.41 2.19  1.09
C -2.22 2.26 1.27  -2.01
P -2.70 3.40 0.09  2.38
S -1.66 3.30 -1.58  -0.50
C -4.47 3.53 -0.31  -0.71
C -5.38 4.07 0.59  0.56
C -6.73 4.04 0.31  -0.91
C -7.19 3.45 -0.86  -0.59
C -6.28 2.90 -1.76  -0.49
C -4.93 2.95 -1.49  -0.58
C -2.35 5.09 0.70  -0.31
C -3.08 6.22 0.33  -0.27
C -2.71 7.47 0.79  -0.65
C -1.59 7.60 1.60  -0.58
C -0.84 6.49 1.94  -0.70
C -1.23 5.24 1.50  -0.56
C -5.17 1.24 1.73  0.03
C -6.24 1.53 2.55  -0.33
C -7.53 1.23 2.15  -0.76
C -7.76 0.64 0.91  -0.78
C -6.68 0.34 0.09  -0.30
C -5.40 0.62 0.51  -0.35
C -3.62 2.28 3.81  0.22
C -3.40 3.64 3.93  -0.21
C -3.55 4.27 5.15  -0.73
C -3.93 3.54 6.26  -0.70
C -4.17 2.18 6.14  -0.78
C -4.00 1.55 4.93  -0.36
H -5.02 4.51 1.51  0.28
H -7.43 4.47 1.01  0.37
H -8.25 3.42 -1.06  0.36
H -6.64 2.43 -2.66  0.41
H -4.20 2.54 -2.18  0.37
H -3.93 6.10 -0.32  0.39
H -3.29 8.33 0.51  0.40
H -1.30 8.58 1.95  0.39
H 0.05 6.59 2.55  0.46
H -0.68 4.35 1.79  0.44
H -6.08 1.99 3.52  0.23
H -8.36 1.46 2.80  0.38
H -8.77 0.42 0.59  0.36
H -6.86 -0.11 -0.88  0.48
H -4.55 0.35 -0.11  0.12
H -3.10 4.21 3.05  0.01
H -3.39 5.34 5.23  0.42
H -4.05 4.03 7.22  0.32
H -4.51 1.61 7.01  0.42
H -4.18 0.49 4.81  0.52
O 2.08 1.08 -1.13  0.16
P 3.28 1.79 -1.59  0.55
C 4.31 2.45 -0.24  0.20
C 5.40 3.27 -0.50  -0.49
C 6.18 3.74 0.54  -0.79
C 5.87 3.38 1.85  -0.75
C 4.79 2.55 2.11  -0.58
C 4.01 2.09 1.06  -0.12
C 4.44 0.76 -2.55  0.49
C 5.36 -0.02 -1.85  -0.59
C 6.25 -0.82 -2.54  -0.83
C 6.24 -0.84 -3.93  -0.63
C 5.32 -0.08 -4.62  -0.76
C 4.42 0.72 -3.94  -0.20
C 2.94 3.24 -2.64  1.12
C 1.67 3.79 -2.52  -1.04
C 1.33 4.94 -3.22  -0.44
C 2.27 5.55 -4.04  -0.59
C 3.54 5.00 -4.16  -0.93
C 3.87 3.85 -3.47  -0.43
H 5.64 3.55 -1.52  0.24
H 7.02 4.38 0.34  0.42
H 6.49 3.74 2.66  0.40
H 4.54 2.26 3.12  0.57
H 3.17 1.43 1.27  0.61
H 5.35 0.00 -0.77  0.44
H 6.97 -1.42 -2.00  0.46
H 6.94 -1.47 -4.47  0.39
H 5.30 -0.10 -5.70  0.39
H 3.69 1.32 -4.47  0.45
H 0.93 3.31 -1.90  0.28
H 0.34 5.34 -3.12  0.56
H 2.02 6.45 -4.58  0.38
H 4.27 5.47 -4.81  0.38
H 4.86 3.41 -3.59  0.39